Arrangement w

A cluster of 2 separate species, C3H9NS in total, computed with the ωB97M-V functional and the def2-TZVPD basis.

Bonds (Å) are listed after each position.
Cartesian coordinates (Å):
1 C -1.875 -2.895 -1.739  N2 1.265, H3 1.095, H4 1.100
2 N -0.766 -2.402 -2.099  C1 1.265, H5 1.023
3 H -2.465 -3.482 -2.450  C1 1.095
4 H -2.369 -2.815 -0.759  C1 1.100
5 H -0.049 -2.558 -1.386  N2 1.023
6 C 0.983 1.684 -0.451  S7 1.790, H9 1.090, H10 1.091, H11 1.087
7 S 0.662 1.733 1.310  C6 1.790, C8 1.820
8 C 0.185 -0.009 1.533  S7 1.820, H12 1.083, H13 1.089, H14 1.092
9 H 0.472 0.864 -0.957  C6 1.090
10 H 2.055 1.569 -0.618  C6 1.091
11 H 0.683 2.570 -1.004  C6 1.087
12 H 0.074 -0.255 2.582  C8 1.083
13 H -0.674 -0.260 0.911  C8 1.089
14 H 1.006 -0.576 1.088  C8 1.092

Output
Structure (SMILES) = C=N.CSC
Orbital gap = 9.25 eV
Highest occupied orbital energy = -8.4 eV


Arrangement x

A cluster of 2 separate species, C3H9NS in total, computed with the ωB97M-V functional and the def2-TZVPD basis.

Bonds (Å) are listed after each position.
Cartesian coordinates (Å):
1 C 0.195 -2.189 -0.009  C2 1.323, H4 1.080, H5 1.082
2 C -0.816 -1.804 0.752  C1 1.323, N3 1.423, H6 1.082
3 N -0.936 -0.497 1.304  C2 1.423, H7 1.008, H8 1.008
4 H 0.385 -3.231 -0.221  C1 1.080
5 H 0.902 -1.509 -0.464  C1 1.082
6 H -1.612 -2.508 0.956  C2 1.082
7 H -0.163 -0.276 1.913  N3 1.008
8 H -1.829 -0.453 1.769  N3 1.008
9 C 1.477 1.422 -0.060  S10 1.809, H11 1.087, H12 1.083, H13 1.085
10 S -0.034 1.369 -1.055  C9 1.809, H14 1.390
11 H 2.247 1.965 -0.603  C9 1.087
12 H 1.308 1.967 0.860  C9 1.083
13 H 1.905 0.447 0.150  C9 1.085
14 H -0.707 0.612 -0.102  S10 1.390

Output
Structure (SMILES) = C=CN.CS
Orbital gap = 9.24 eV
Highest occupied orbital energy = -8.4 eV


The relative energies come out as arrangement w 0.867; arrangement x 0.000, with values in eV.